# 1
The following is a DFT calculation (the ωB97M-V functional and the def2-TZVPD basis) of 10 unconnected molecules or ions with the total composition C40H60O30 at a distorted geometry.

Properties
**Multiplicity**: 1
**SMILES**: C[C@H]1COC(=O)O1.C[C@H]1COC(=O)O1.C[C@H]1COC(=O)O1.C[C@H]1COC(=O)O1.C[C@H]1COC(=O)O1.C[C@H]1COC(=O)O1.C[C@H]1COC(=O)O1.C[C@H]1COC(=O)O1.C[C@H]1COC(=O)O1.C[C@H]1COC(=O)O1
**HOMO**: -10.373 eV
**Orbital gap**: 10.5892 eV
**Relative energy (zero: lowest compared OMol25 entry of this formula, charge and spin)**: 7.4811 eV
**Electronic energy**: -103874.2691 eV
**Lowest unoccupied orbital energy**: 0.216 eV

Element x y z (Å)
C  -0.101  -6.880  -0.670
C  -0.897  -5.469  -0.733
C  -0.301  -4.264  -0.100
O  0.524  -3.899  -1.227
C  -0.027  -4.302  -2.328
O  0.168  -3.931  -3.441
O  -1.088  -5.022  -2.087
H  -0.913  -7.606  -0.653
H  0.652  -6.896  0.119
H  0.484  -7.170  -1.542
H  -1.912  -5.698  -0.408
H  0.330  -4.815  0.597
H  -0.865  -3.426  0.312
C  0.206  -0.652  4.958
C  -0.072  -2.111  4.988
C  1.070  -3.044  4.615
O  1.020  -3.996  5.661
C  0.219  -3.674  6.655
O  0.048  -4.404  7.600
O  -0.432  -2.531  6.297
H  1.200  -0.371  4.608
H  0.170  -0.250  5.971
H  -0.596  -0.147  4.420
H  -0.849  -2.367  4.268
H  2.033  -2.538  4.679
H  0.767  -3.629  3.747
C  2.554  5.824  1.057
C  3.729  6.260  0.093
C  5.151  6.111  0.681
O  5.695  5.031  0.027
C  4.926  4.737  -1.002
O  5.248  3.843  -1.846
O  3.803  5.417  -1.011
H  2.990  5.082  1.726
H  1.745  5.276  0.574
H  2.083  6.645  1.597
H  3.622  7.295  -0.234
H  5.395  5.825  1.704
H  5.624  7.065  0.448
C  -1.042  1.998  -6.381
C  0.303  1.469  -5.987
C  0.476  0.024  -5.775
O  1.708  -0.353  -6.391
C  2.050  0.579  -7.174
O  3.112  0.505  -7.778
O  1.132  1.546  -7.150
H  -1.030  3.067  -6.591
H  -1.793  1.822  -5.611
H  -1.483  1.604  -7.296
H  0.819  2.135  -5.296
H  -0.394  -0.384  -6.289
H  0.506  -0.254  -4.721
C  6.280  1.170  -3.594
C  4.766  0.816  -3.952
C  4.392  -0.711  -3.943
O  3.714  -0.832  -2.791
C  3.552  0.324  -2.194
O  2.938  0.291  -1.148
O  3.886  1.293  -2.944
H  6.913  0.495  -4.170
H  6.460  0.884  -2.557
H  6.672  2.186  -3.643
H  4.503  1.080  -4.977
H  5.244  -1.290  -3.587
H  3.975  -1.143  -4.852
C  -5.094  -2.545  -2.554
C  -3.925  -1.612  -2.257
C  -3.734  -0.593  -3.374
O  -4.309  0.575  -2.749
C  -4.396  0.423  -1.455
O  -4.765  1.364  -0.696
O  -4.095  -0.859  -1.110
H  -5.741  -2.586  -1.678
H  -4.856  -3.587  -2.768
H  -5.694  -2.231  -3.407
H  -2.968  -2.132  -2.231
H  -4.524  -0.657  -4.123
H  -2.828  -0.598  -3.979
C  -0.306  -0.234  1.155
C  -0.757  0.988  0.387
C  0.336  1.967  -0.007
O  0.353  1.943  -1.408
C  -0.678  1.202  -1.837
O  -0.938  0.934  -2.988
O  -1.294  0.613  -0.836
H  0.491  -0.896  0.813
H  -1.235  -0.695  1.489
H  0.052  0.159  2.106
H  -1.389  1.663  0.965
H  1.310  1.803  0.455
H  -0.067  2.923  0.326
C  6.587  2.597  3.123
C  5.371  2.362  2.237
C  5.039  1.017  1.648
O  3.600  0.957  1.671
C  3.117  2.000  2.425
O  1.957  2.202  2.762
O  4.157  2.739  2.884
H  7.527  2.557  2.572
H  6.682  1.792  3.853
H  6.499  3.556  3.632
H  5.248  2.981  1.347
H  5.475  0.230  2.262
H  5.542  0.881  0.690
C  -6.241  -5.341  3.119
C  -5.715  -4.169  2.341
C  -5.781  -2.860  3.098
O  -4.487  -2.359  3.165
C  -3.719  -3.195  2.462
O  -2.478  -2.923  2.320
O  -4.343  -4.317  2.156
H  -6.350  -6.291  2.597
H  -7.296  -5.176  3.339
H  -5.666  -5.696  3.974
H  -6.256  -4.023  1.406
H  -6.248  -2.993  4.074
H  -6.532  -2.190  2.681
C  -3.394  3.994  2.251
C  -4.399  2.917  1.811
C  -3.931  1.472  2.141
O  -4.980  1.033  2.909
C  -5.901  1.943  3.083
O  -6.799  1.875  3.903
O  -5.548  3.104  2.574
H  -3.154  3.928  3.312
H  -3.715  5.017  2.055
H  -2.447  3.892  1.719
H  -4.586  3.157  0.765
H  -3.030  1.612  2.738
H  -3.821  0.746  1.335

***

# 2
The following is a DFT calculation (the ωB97M-V functional and the def2-TZVPD basis) of a molecular structure, C40H61BF4N2O8P2Ta at a distorted geometry.

Properties
**Net charge**: +1
**Multiplicity**: 1
**HOMO**: -9.800 eV
**Orbital gap**: 5.6279 eV
**Relative energy (zero: lowest compared OMol25 entry of this formula, charge and spin)**: 1.9136 eV
**Electronic energy**: -93515.3036 eV
**Lowest unoccupied orbital energy**: -4.172 eV

Element x y z (Å)
Ta  0.073  0.483  -0.422
C  -3.957  -0.424  -1.394
C  -3.867  -1.942  -1.402
C  -5.227  -2.558  -1.695
O  -3.430  -2.407  -0.100
P  -1.956  -2.984  0.092
O  -0.889  -2.360  -0.696
C  -1.712  -2.751  1.895
P  -1.256  -0.994  2.055
O  -1.468  -0.329  0.739
O  -1.976  -0.333  3.271
C  -3.367  0.023  3.491
C  -3.936  -0.870  4.585
C  -4.194  -0.029  2.224
O  0.285  -0.852  2.339
C  0.932  -0.904  3.646
C  0.757  0.412  4.386
C  0.444  -2.094  4.451
O  -1.960  -4.531  -0.210
C  -3.021  -5.494  -0.110
C  -2.362  -6.845  -0.345
C  -3.730  -5.431  1.233
H  -4.210  -0.070  -2.388
H  -3.008  0.009  -1.091
H  -4.731  -0.106  -0.700
H  -3.123  -2.271  -2.136
H  -5.939  -2.275  -0.923
H  -5.175  -3.643  -1.741
H  -5.586  -2.182  -2.650
H  -0.902  -3.407  2.198
H  -2.601  -2.990  2.467
H  -3.311  1.058  3.847
H  -4.036  -1.897  4.244
H  -4.919  -0.505  4.870
H  -3.300  -0.848  5.465
H  -4.193  -1.029  1.795
H  -3.797  0.666  1.491
H  -5.215  0.259  2.460
H  1.988  -1.038  3.390
H  -0.276  0.549  4.687
H  1.047  1.242  3.748
H  1.386  0.423  5.272
H  -0.624  -2.006  4.637
H  0.959  -2.116  5.407
H  0.650  -3.025  3.927
H  -3.739  -5.286  -0.912
H  -1.651  -7.051  0.450
H  -1.827  -6.838  -1.290
H  -3.111  -7.630  -0.365
H  -3.018  -5.590  2.040
H  -4.482  -6.214  1.276
H  -4.220  -4.469  1.358
F  -1.856  2.653  2.393
B  -1.047  2.645  1.317
F  -0.556  3.835  0.927
F  -1.717  2.058  0.190
F  0.079  1.757  1.597
C  -0.918  -1.371  -3.634
C  0.356  -0.988  -4.378
C  0.382  0.507  -4.699
C  1.631  -1.414  -3.686
C  2.595  -1.985  -4.504
C  3.797  -2.451  -4.011
C  4.021  -2.395  -2.650
C  3.097  -1.828  -1.788
C  3.418  -1.900  -0.313
C  3.688  -0.529  0.307
C  2.347  -2.683  0.447
C  1.901  -1.250  -2.299
N  1.097  -0.519  -1.510
H  -1.770  -1.306  -4.307
H  -1.083  -0.702  -2.787
H  -0.834  -2.385  -3.257
H  0.337  -1.526  -5.335
H  0.410  1.085  -3.781
H  -0.508  0.776  -5.263
H  1.258  0.752  -5.293
H  2.394  -2.068  -5.561
H  4.530  -2.877  -4.676
H  4.935  -2.803  -2.243
H  4.350  -2.470  -0.226
H  2.764  0.024  0.487
H  4.309  0.054  -0.368
H  4.219  -0.644  1.251
H  1.374  -2.208  0.338
H  2.609  -2.742  1.502
H  2.277  -3.692  0.045
C  1.146  5.633  2.960
C  2.093  4.686  2.287
C  2.727  3.709  3.042
C  3.655  2.855  2.473
C  3.941  2.960  1.128
C  3.283  3.906  0.345
N  3.682  4.001  -1.008
C  2.944  4.185  -2.131
C  3.533  4.908  -3.191
C  2.841  5.208  -4.337
C  1.515  4.790  -4.489
C  0.936  4.030  -3.508
C  1.639  3.668  -2.340
C  1.064  2.607  -1.542
O  -0.051  2.086  -1.902
O  1.659  2.040  -0.579
C  2.376  4.802  0.918
C  1.732  5.889  0.114
H  0.953  5.324  3.987
H  0.198  5.675  2.429
H  1.573  6.637  2.986
H  2.510  3.636  4.099
H  4.171  2.123  3.076
H  4.676  2.317  0.667
H  4.674  4.155  -1.122
H  4.549  5.260  -3.067
H  3.306  5.783  -5.125
H  0.964  5.044  -5.381
H  -0.072  3.667  -3.619
H  2.262  6.071  -0.815
H  1.706  6.816  0.680
H  0.708  5.615  -0.129

***

# 3
The following is a DFT calculation (the ωB97M-V functional and the def2-TZVPD basis) of a molecular structure, C40H61BLaN3O7P2S3 at a distorted geometry.

Properties
**Net charge**: -2
**Multiplicity**: 1
**HOMO**: -2.101 eV
**Orbital gap**: 6.1691 eV
**Relative energy (zero: lowest compared OMol25 entry of this formula, charge and spin)**: 0.4162 eV
**Electronic energy**: -113897.2327 eV
**Lowest unoccupied orbital energy**: 4.068 eV

Element x y z (Å)
La  16.694  12.486  12.868
C  13.834  10.258  8.254
C  13.835  11.701  7.639
C  12.603  11.733  6.701
C  15.208  11.756  6.986
P  13.804  13.031  9.011
C  12.243  12.679  9.859
N  12.257  11.563  10.816
B  13.161  11.436  11.993
N  12.564  10.316  12.763
C  13.255  9.497  13.742
P  14.589  10.409  14.702
C  13.339  11.198  15.967
C  12.647  10.157  16.796
C  14.078  12.231  16.802
C  12.286  11.999  15.274
C  15.400  8.928  15.576
C  14.524  7.690  15.791
C  16.506  8.580  14.633
C  16.067  9.358  16.883
C  11.346  9.955  12.171
C  10.472  8.985  12.604
C  9.243  8.838  11.948
C  9.023  9.638  10.824
C  9.917  10.620  10.293
C  11.138  10.796  11.041
C  13.253  14.638  8.267
C  14.145  15.075  7.136
C  11.759  14.894  7.904
C  13.544  15.680  9.386
H  13.945  9.623  7.402
H  12.831  10.100  8.734
H  14.627  10.029  8.976
H  12.664  10.918  5.986
H  12.679  12.662  6.069
H  11.675  11.733  7.264
H  15.339  10.805  6.475
H  16.018  11.849  7.748
H  15.371  12.581  6.233
H  11.575  12.414  9.127
H  11.899  13.623  10.402
H  13.660  8.571  13.309
H  12.473  9.081  14.455
H  13.253  9.891  17.731
H  12.338  9.212  16.274
H  11.738  10.444  17.315
H  14.981  11.905  17.312
H  13.358  12.607  17.528
H  14.526  13.050  16.203
H  11.821  11.590  14.424
H  12.799  12.879  14.914
H  11.606  12.431  16.061
H  13.914  7.279  14.909
H  13.821  7.905  16.557
H  15.201  6.964  16.235
H  16.093  8.316  13.695
H  16.911  7.686  15.080
H  17.321  9.232  14.559
H  15.368  9.751  17.590
H  16.837  10.155  16.746
H  16.530  8.451  17.255
H  10.753  8.254  13.309
H  8.430  8.195  12.224
H  8.078  9.592  10.324
H  9.657  11.226  9.421
H  14.064  14.518  6.192
H  15.190  14.905  7.375
H  14.085  16.130  6.834
H  11.538  14.328  7.038
H  11.751  15.959  7.661
H  11.108  14.683  8.752
H  14.409  15.526  10.076
H  12.674  15.914  9.985
H  13.760  16.585  8.883
S  18.438  11.911  14.983
C  18.291  13.043  16.321
C  18.830  12.749  17.568
C  18.707  13.494  18.726
C  18.015  14.706  18.598
C  17.373  15.009  17.429
C  17.460  14.175  16.312
S  16.275  14.461  15.020
H  19.306  11.752  17.754
H  19.195  13.059  19.598
H  17.905  15.320  19.490
H  16.768  15.907  17.340
C  23.482  10.748  8.920
C  22.182  11.492  9.212
C  21.542  12.178  8.250
C  20.292  12.770  8.479
C  19.770  12.707  9.756
C  20.394  12.029  10.793
C  21.651  11.463  10.502
S  18.178  13.295  10.239
O  18.310  13.764  11.656
O  17.889  14.424  9.326
N  17.138  12.183  10.296
C  17.431  10.829  9.927
C  18.142  9.894  11.023
O  18.770  8.913  10.730
O  17.988  10.449  12.177
H  23.309  9.921  8.263
H  23.963  10.506  9.895
H  24.249  11.318  8.385
H  21.870  12.285  7.238
H  19.810  13.329  7.673
H  19.954  11.908  11.761
H  22.151  10.805  11.188
H  18.064  10.774  8.976
H  16.473  10.358  9.710
O  13.872  12.587  12.553
O  14.586  11.605  11.717
C  16.814  16.607  11.583
O  16.136  15.507  12.185
H  16.992  17.463  12.265
H  16.255  16.826  10.682
H  17.746  16.392  11.205
H  16.227  15.523  13.139